[1]
# C53H103N7O28

13 unconnected molecules or ions with the total composition C53H103N7O28 at a distorted geometry (wB97M-V/def2-TZVPD, OMol25).

Each line ends with the Löwdin spin population.
Atoms and positions in Å:
C: 1.28 -1.63 1.86  0.00
C: 0.73 -1.09 0.57  0.00
N: 1.30 0.14 0.16  0.00
C: 2.11 0.39 -0.91  0.00
C: 2.44 1.76 -0.96  0.00
N: 1.78 2.38 0.03  0.00
C: 1.11 1.40 0.76  0.00
C: 1.94 3.81 0.47  0.00
H: 2.31 -1.99 1.78  0.00
H: 0.77 -2.47 2.33  0.00
H: 1.33 -0.82 2.58  0.00
H: -0.34 -0.91 0.71  0.00
H: 0.83 -1.82 -0.23  0.00
H: 2.54 -0.42 -1.48  0.00
H: 3.09 2.27 -1.66  0.00
H: 0.60 1.62 1.68  0.00
H: 2.55 4.06 1.34  0.00
H: 0.92 4.16 0.61  0.00
H: 2.20 4.41 -0.40  0.00
N: 4.19 4.28 -3.64  0.00
O: 5.29 4.75 -3.86  0.00
O: 3.61 3.67 -4.47  0.00
O: 3.60 4.60 -2.61  0.00
C: 0.76 2.21 4.45  0.00
C: 0.44 0.84 4.64  0.00
C: 1.50 -0.10 5.12  0.00
O: 1.34 -1.38 5.48  0.00
C: 2.81 0.28 5.17  0.00
C: 3.23 1.63 4.88  0.00
C: 2.06 2.69 4.58  0.00
O: 2.50 3.86 4.49  0.00
O: 4.37 2.11 4.87  0.00
O: -0.69 0.54 4.06  0.00
H: 0.03 2.87 4.01  0.00
H: 3.49 -0.44 5.60  0.00
C: 7.00 6.47 0.14  0.00
C: 6.35 6.19 1.34  0.00
C: 5.70 4.81 1.51  0.00
O: 4.83 4.40 2.43  0.00
C: 5.92 3.75 0.62  0.00
C: 6.58 4.03 -0.74  0.00
C: 7.02 5.49 -1.02  0.00
O: 7.42 5.80 -2.17  0.00
O: 6.69 3.18 -1.69  0.00
O: 6.44 7.11 2.25  0.00
H: 7.18 7.52 0.01  0.00
H: 5.52 2.75 0.75  0.00
C: 2.21 1.02 -5.43  0.00
C: 3.54 0.89 -4.62  0.00
O: 3.83 -0.47 -4.48  0.00
C: 4.97 -0.91 -4.04  0.00
O: 6.02 -0.29 -3.90  0.00
O: 4.90 -2.27 -3.91  0.00
C: 6.10 -3.12 -3.77  0.00
H: 1.84 2.04 -5.36  0.00
H: 1.50 0.39 -4.89  0.00
H: 2.11 0.64 -6.45  0.00
H: 3.67 1.45 -3.69  0.00
H: 4.25 1.31 -5.32  0.00
H: 6.73 -2.81 -2.95  0.00
H: 6.65 -3.09 -4.71  0.00
H: 5.77 -4.15 -3.61  0.00
C: 2.71 7.41 1.08  0.00
C: 1.42 8.07 0.76  0.00
O: 0.36 7.05 0.76  0.00
C: -0.46 6.86 1.81  0.00
O: -0.83 7.63 2.71  0.00
O: -0.89 5.58 1.71  0.00
C: -1.51 5.06 2.88  0.00
H: 2.64 6.99 2.09  0.00
H: 3.61 8.02 1.03  0.00
H: 2.86 6.52 0.46  0.00
H: 1.47 8.30 -0.30  0.00
H: 1.30 8.98 1.35  0.00
H: -1.56 5.75 3.72  0.00
H: -1.11 4.19 3.39  0.00
H: -2.50 4.71 2.59  0.00
C: -2.17 -3.83 8.45  0.00
O: -1.57 -3.29 7.21  0.00
C: -1.29 -4.37 6.31  0.00
C: -1.00 -3.87 4.90  0.00
N: -2.11 -3.07 4.28  0.00
C: -3.40 -3.77 4.02  0.00
C: -3.15 -5.12 3.21  0.00
O: -4.38 -5.83 2.91  0.00
C: -4.09 -7.04 2.20  0.01
H: -1.37 -4.17 9.10  0.00
H: -2.89 -4.64 8.37  0.00
H: -2.65 -3.01 8.98  0.00
H: -2.16 -5.01 6.17  0.00
H: -0.58 -5.02 6.81  0.00
H: -0.60 -4.66 4.27  0.00
H: -0.22 -3.12 5.04  0.00
H: -1.67 -2.61 3.49  0.00
H: -4.13 -3.24 3.42  0.00
H: -3.88 -3.94 4.98  0.00
H: -2.58 -5.70 3.94  0.00
H: -2.64 -5.05 2.25  0.00
H: -3.50 -6.80 1.32  0.00
H: -5.00 -7.61 2.03  0.01
H: -3.46 -7.64 2.85  0.00
C: -0.98 -4.04 -0.53  0.00
O: -2.15 -4.79 -0.89  0.00
C: -2.16 -5.28 -2.24  0.01
C: -3.46 -6.00 -2.50  0.03
N: -3.89 -6.94 -1.46  0.00
C: -3.59 -8.26 -1.87  0.14
C: -3.95 -9.30 -0.73  0.15
O: -3.05 -9.05 0.35  0.07
C: -1.67 -9.34 -0.02  0.11
H: -1.13 -3.84 0.54  0.00
H: -1.09 -3.09 -1.05  0.00
H: -0.03 -4.55 -0.67  0.00
H: -1.36 -6.00 -2.43  0.01
H: -2.07 -4.46 -2.95  0.00
H: -3.60 -6.38 -3.52  0.02
H: -4.15 -5.16 -2.49  0.00
H: -3.44 -6.71 -0.58  0.00
H: -2.60 -8.43 -2.28  0.03
H: -4.27 -8.39 -2.71  0.07
H: -3.73 -10.32 -1.05  0.08
H: -4.94 -9.34 -0.28  0.04
H: -1.50 -10.37 -0.31  0.05
H: -1.05 -9.07 0.85  0.01
H: -1.26 -8.74 -0.83  0.02
C: -6.76 -2.91 -3.67  0.04
O: -5.46 -2.29 -3.67  0.00
C: -4.60 -2.69 -4.73  0.01
C: -3.35 -1.78 -4.59  0.00
N: -2.30 -2.07 -5.58  0.00
C: -1.12 -1.27 -5.15  0.00
C: -0.47 -1.75 -3.93  0.00
O: -0.86 -1.21 -2.65  0.00
C: -1.07 0.29 -2.55  0.00
H: -7.40 -2.27 -3.06  0.00
H: -6.76 -3.92 -3.28  0.01
H: -7.24 -3.08 -4.64  0.01
H: -5.12 -2.52 -5.67  0.00
H: -4.42 -3.74 -4.50  0.00
H: -3.01 -1.89 -3.56  0.00
H: -3.54 -0.71 -4.64  0.00
H: -2.62 -1.73 -6.48  0.00
H: -1.40 -0.22 -5.27  0.00
H: -0.35 -1.39 -5.91  0.00
H: 0.59 -1.54 -4.00  0.00
H: -0.50 -2.84 -3.89  0.00
H: -0.10 0.72 -2.78  0.00
H: -1.46 0.52 -1.56  0.00
H: -1.77 0.83 -3.19  0.00
C: -0.05 4.19 -3.33  0.00
O: -1.25 3.53 -2.90  0.00
C: -1.90 4.11 -1.73  0.00
C: -2.38 5.62 -1.95  0.00
N: -1.34 6.63 -1.63  0.00
C: -1.71 7.99 -1.89  0.00
C: -2.46 8.72 -0.79  0.00
O: -3.90 8.75 -0.91  0.00
C: -4.48 9.92 -1.50  0.00
H: 0.27 3.51 -4.12  0.00
H: 0.68 4.12 -2.52  0.00
H: -0.07 5.16 -3.82  0.00
H: -1.13 4.04 -0.96  0.00
H: -2.77 3.50 -1.51  0.00
H: -3.24 5.96 -1.38  0.00
H: -2.83 5.63 -2.94  0.00
H: -1.24 6.66 -0.62  0.00
H: -2.36 8.09 -2.76  0.00
H: -0.84 8.63 -2.03  0.00
H: -2.10 9.75 -0.85  0.00
H: -2.15 8.24 0.13  0.00
H: -3.83 10.37 -2.25  0.00
H: -4.62 10.66 -0.71  0.00
H: -5.48 9.75 -1.89  0.00
C: -2.66 1.71 1.75  0.00
O: -3.89 1.98 1.20  0.00
H: -1.94 1.66 0.94  0.00
H: -2.29 2.51 2.39  0.00
H: -2.68 0.73 2.23  0.00
H: -3.83 1.69 0.29  0.00
C: 4.26 -5.62 1.13  0.00
O: 3.64 -4.40 0.61  0.00
H: 3.48 -6.37 1.31  0.00
H: 5.11 -5.98 0.57  0.00
H: 4.55 -5.48 2.17  0.00
H: 4.29 -3.79 0.26  0.00
C: 3.55 -4.06 4.55  0.00
O: 2.25 -4.06 4.97  0.00
H: 3.71 -3.64 3.56  0.00
H: 4.08 -3.42 5.26  0.00
H: 4.00 -5.05 4.57  0.00
H: 2.00 -3.14 4.88  0.00

Output
**Spin multiplicity**: 2
**Energy**: -124361.3067 eV
**Charge**: -5
**Kohn-Sham gap (spin up / spin down)**: 1.303 / 1.754 eV
**HOMO energy (spin up / spin down)**: 5.17 / 4.72 eV

[2]
# C53H35F5N6O5PSW

A molecular structure, C53H35F5N6O5PSW (wB97M-V/def2-TZVPD, OMol25).

Each line ends with the Löwdin spin population.
Atoms and positions in Å:
W: -0.89 -0.23 0.40  1.47
O: -4.55 -1.52 1.87  0.02
C: -3.44 -1.85 1.54  0.01
O: -2.68 -1.10 0.76  0.10
C: -2.86 -3.17 1.97  0.00
C: -3.65 -3.94 2.82  0.00
C: -3.21 -5.18 3.27  0.00
C: -1.97 -5.66 2.88  0.00
C: -1.18 -4.90 2.03  0.00
C: -1.60 -3.65 1.58  0.01
P: -0.59 -2.78 0.34  0.02
C: -1.12 -3.53 -1.22  0.01
C: -2.05 -2.86 -2.02  0.00
C: -2.53 -3.46 -3.17  0.00
C: -2.09 -4.72 -3.54  0.00
C: -1.17 -5.40 -2.74  0.00
C: -0.70 -4.81 -1.58  0.00
C: 1.12 -3.29 0.62  0.00
C: 2.00 -3.44 -0.45  0.00
C: 3.35 -3.67 -0.23  0.00
C: 3.83 -3.76 1.07  0.00
C: 2.96 -3.60 2.15  0.00
C: 1.62 -3.36 1.92  0.00
H: -4.62 -3.55 3.10  0.00
H: -3.84 -5.76 3.93  0.00
H: -1.63 -6.62 3.22  0.00
H: -0.22 -5.30 1.72  0.00
H: -2.42 -1.88 -1.73  0.00
H: -3.25 -2.94 -3.79  0.00
H: -2.47 -5.19 -4.44  0.00
H: -0.84 -6.39 -3.02  0.00
H: 0.01 -5.34 -0.96  0.00
H: 1.63 -3.37 -1.47  0.00
H: 4.02 -3.78 -1.07  0.00
H: 4.88 -3.94 1.25  0.00
H: 3.34 -3.66 3.16  0.00
H: 0.96 -3.22 2.77  0.00
N: -0.72 2.13 3.98  0.03
C: -1.79 1.84 4.87  0.00
C: -2.26 2.79 5.75  0.00
C: -3.34 2.47 6.57  0.00
C: -3.97 1.24 6.46  0.00
C: -3.52 0.30 5.54  0.00
C: -2.40 0.60 4.77  0.00
S: -1.68 -0.58 3.67  0.00
N: -1.26 0.50 2.39  0.00
C: -0.72 1.63 2.72  0.04
C: -0.14 2.44 1.61  0.02
C: 0.51 3.65 1.78  0.01
C: 0.90 4.35 0.65  0.01
C: 0.64 3.82 -0.60  0.00
C: 0.05 2.57 -0.69  0.02
N: -0.32 1.89 0.39  0.01
H: -0.30 3.04 4.11  0.00
H: -1.80 3.77 5.81  0.00
H: -3.71 3.20 7.28  0.00
H: -4.82 1.00 7.08  0.00
H: -4.01 -0.65 5.42  0.00
H: 0.69 4.06 2.76  0.00
H: 1.39 5.30 0.75  0.00
H: 0.92 4.35 -1.51  0.00
H: -0.14 2.09 -1.64  0.00
C: 2.12 5.83 -4.06  0.00
O: 2.57 5.30 -2.82  0.00
C: 3.36 4.20 -2.86  0.00
C: 3.90 3.80 -1.63  0.00
C: 4.66 2.66 -1.54  0.00
C: 4.90 1.90 -2.68  0.00
C: 4.45 2.34 -3.91  0.00
C: 3.65 3.47 -4.01  0.00
N: 5.73 0.72 -2.67  0.00
N: 5.49 -0.22 -1.90  0.00
C: 4.30 -0.18 -1.07  0.01
C: 4.44 -0.20 0.30  0.00
C: 3.33 -0.22 1.16  0.01
C: 2.05 -0.29 0.64  0.00
O: 0.94 -0.35 1.35  0.04
C: 1.91 -0.32 -0.78  0.01
N: 0.63 -0.42 -1.23  0.00
C: 0.39 -0.54 -2.52  0.01
C: 1.44 -0.58 -3.46  0.00
C: 2.74 -0.44 -3.03  0.01
C: 3.01 -0.29 -1.65  0.00
H: 1.55 6.72 -3.82  0.00
H: 1.47 5.11 -4.58  0.00
H: 2.96 6.09 -4.70  0.00
H: 3.72 4.42 -0.76  0.00
H: 5.07 2.36 -0.58  0.00
H: 4.71 1.78 -4.80  0.00
H: 3.28 3.78 -4.98  0.00
H: 5.43 -0.19 0.72  0.00
H: 3.47 -0.23 2.23  0.00
H: -0.64 -0.60 -2.83  0.00
H: 1.21 -0.71 -4.50  0.00
H: 3.55 -0.47 -3.73  0.00
F: -5.38 4.42 -2.53  0.00
C: -4.56 3.43 -2.20  0.01
C: -3.99 2.62 -3.18  0.00
F: -4.27 2.83 -4.46  0.00
C: -3.13 1.61 -2.82  0.01
F: -2.58 0.84 -3.77  0.00
C: -2.80 1.34 -1.48  0.01
O: -1.98 0.33 -1.21  0.08
C: -3.37 2.18 -0.53  0.01
F: -3.07 2.02 0.77  0.01
C: -4.23 3.21 -0.88  0.00
F: -4.74 3.98 0.08  0.00

Output
**Spin multiplicity**: 3
**Energy**: -110240.6177 eV
**Charge**: +1
**ΔE to the lowest compared entry with this formula, charge and spin**: 0.000 eV
**Kohn-Sham gap (spin up / spin down)**: 6.431 / 6.475 eV
**HOMO energy (spin up / spin down)**: -9.79 / -10.23 eV